Below is a molecular structure, C22H31FeIN2O4, with properties calculated with ωB97M-V/def2-TZVPD.

Element x y z (Å)
Fe -1.238 -0.300 0.140
N -2.526 -1.484 -1.339
C -2.887 -2.761 -0.725
C -2.770 -2.723 0.811
O -3.330 -3.611 1.441
O -2.049 -1.780 1.293
H -3.303 -0.837 -1.389
H -2.127 -1.583 -2.262
H -2.188 -3.526 -1.068
H -3.893 -3.102 -0.977
C -3.283 3.353 -0.708
O -2.219 2.611 -0.166
C -2.526 1.321 0.310
C -3.725 1.316 1.224
H -3.800 2.780 -1.491
H -2.857 4.255 -1.152
H -4.023 3.650 0.044
H -3.612 2.052 2.040
H -3.828 0.330 1.684
H -4.688 1.546 0.739
I 4.073 0.935 3.177
C 2.022 0.571 3.248
C 1.328 0.589 4.444
C -0.035 0.336 4.412
C -0.642 0.085 3.193
N 0.036 0.076 2.047
C 1.345 0.308 2.067
H 1.837 0.792 5.377
H -0.620 0.330 5.321
H -1.700 -0.130 3.113
H 1.864 0.281 1.117
C 0.776 -3.147 -1.934
C 1.821 -2.746 -0.891
C 1.277 -2.904 0.531
C 2.411 -1.372 -1.146
C 3.790 -1.262 -1.289
C 4.410 -0.047 -1.532
C 3.615 1.083 -1.649
C 2.234 1.033 -1.512
C 1.456 2.333 -1.617
C 1.012 2.838 -0.242
C 0.277 2.290 -2.593
C 1.604 -0.208 -1.233
O 0.302 -0.276 -1.069
H 0.394 -4.150 -1.725
H 1.210 -3.146 -2.937
H -0.052 -2.441 -1.920
H 2.657 -3.449 -0.990
H 0.408 -2.272 0.710
H 2.042 -2.643 1.267
H 0.970 -3.937 0.713
H 4.389 -2.164 -1.209
H 5.486 0.016 -1.637
H 4.078 2.045 -1.850
H 2.170 3.065 -2.012
H 0.273 2.173 0.203
H 0.536 3.818 -0.327
H 1.869 2.925 0.432
H -0.534 1.682 -2.200
H 0.586 1.881 -3.558
H -0.104 3.303 -2.754

Its net charge is -1. The energy relative to the best compared isomer or geometry (same formula, charge and spin) comes out at 0.0 kcal/mol. As for the spin multiplicity: 6. For the highest occupied orbital energy (spin up / spin down), the calculation gives -2.6 / -4.3 eV. As for the expectation value of S²: 8.766. Its total energy is -2828.8406 Eh. Its largest force on an atom is 0.13 eV/Å. As for the frontier orbital gap (spin up / spin down): 4.8 / 6.5 eV.